Entry 1:
101
Properties=species:S:1:pos:R:3:mulliken_charge:R:1 method="wB97M-V/def2-TZVPD" relative_energy_kcal_mol=0.0 gap_ha=0.3483 spin_multiplicity=1 total_charge=0 lumo_ev=0.374
C -1.638 -0.989 -4.175 -0.54
O -2.581 -1.662 -3.360 -0.22
C -3.914 -1.479 -3.772 -0.69
C -4.814 -2.364 -2.921 0.46
C -5.931 -2.974 -3.766 -1.61
N -5.266 -1.596 -1.764 -0.48
H -0.682 -0.948 -3.660 -0.20
H -1.991 0.022 -4.413 0.39
H -1.527 -1.484 -5.150 0.40
H -4.207 -0.429 -3.653 0.34
H -4.021 -1.770 -4.827 0.38
H -4.181 -3.179 -2.564 0.16
H -6.409 -2.257 -4.448 0.35
H -6.750 -3.319 -3.135 0.40
H -5.547 -3.762 -4.418 0.39
H -5.724 -2.177 -1.075 0.25
H -5.906 -0.863 -2.046 0.22
C 8.068 0.753 4.556 -0.72
O 7.140 1.200 3.597 -0.30
C 5.882 0.594 3.743 -0.77
C 4.937 1.236 2.745 0.58
C 4.560 2.653 3.185 -1.45
N 3.790 0.380 2.467 -0.51
H 8.375 -0.283 4.370 0.28
H 7.646 0.820 5.566 0.31
H 8.943 1.398 4.508 0.25
H 5.931 -0.490 3.569 0.40
H 5.483 0.731 4.763 0.32
H 5.542 1.371 1.840 0.20
H 4.103 2.648 4.187 0.30
H 3.817 3.120 2.535 0.36
H 5.421 3.320 3.258 0.39
H 3.061 0.841 1.934 0.09
H 3.366 0.146 3.362 0.21
C -0.594 4.443 -4.876 -0.30
O -1.234 5.177 -3.847 -0.41
C -1.655 4.387 -2.769 -0.04
C -2.165 5.276 -1.662 0.48
C -2.738 4.470 -0.499 -1.08
N -3.240 6.202 -2.153 -0.72
H -1.326 3.995 -5.553 0.28
H 0.108 3.727 -4.446 -0.08
H -0.003 5.159 -5.450 0.28
H -2.484 3.744 -3.121 0.13
H -0.860 3.736 -2.374 -0.02
H -1.420 5.994 -1.318 0.28
H -3.789 4.218 -0.626 0.40
H -2.715 5.133 0.373 0.34
H -2.170 3.583 -0.223 -0.01
H -4.144 5.757 -2.007 0.28
H -3.184 6.255 -3.168 0.26
C 1.840 1.402 -3.219 -0.51
O 2.919 0.895 -2.458 -0.32
C 3.636 -0.125 -3.145 -0.93
C 3.425 -1.506 -2.522 0.60
C 1.965 -1.945 -2.502 -0.97
N 3.973 -1.627 -1.171 -0.70
H 2.163 2.212 -3.889 0.32
H 1.117 1.845 -2.532 0.06
H 1.376 0.643 -3.854 0.28
H 3.471 -0.115 -4.229 0.49
H 4.702 0.120 -3.044 0.37
H 3.973 -2.190 -3.182 0.38
H 1.532 -1.882 -3.504 0.34
H 1.385 -1.420 -1.746 -0.23
H 1.927 -3.007 -2.248 0.50
H 4.913 -1.229 -1.154 0.31
H 3.494 -0.975 -0.545 0.21
C -0.609 -0.711 5.179 -0.74
O -1.293 -1.705 5.890 -0.34
C -1.048 -3.003 5.368 -0.64
C -1.832 -4.015 6.171 0.44
C -1.344 -5.428 5.917 -1.51
N -3.301 -3.954 5.807 -0.74
H -1.083 -0.473 4.221 0.25
H 0.417 -1.044 4.945 0.28
H -0.445 0.143 5.833 0.36
H -1.438 -3.004 4.336 0.28
H 0.019 -3.249 5.323 0.41
H -1.819 -3.792 7.237 0.36
H -2.013 -6.120 6.436 0.40
H -0.338 -5.598 6.303 0.38
H -1.452 -5.725 4.872 0.28
H -3.747 -3.348 6.489 0.29
H -3.400 -3.424 4.944 0.25
O -0.935 -0.134 -1.054 -0.03
C -0.488 -0.542 0.247 -0.54
C 0.296 0.582 0.825 -0.03
O 1.532 0.777 0.173 -0.39
H -1.182 -0.895 -1.591 -0.12
H -1.352 -0.733 0.902 0.40
H 0.065 -1.481 0.157 0.27
H 0.521 0.351 1.871 0.22
H -0.319 1.490 0.843 0.09
H 1.427 0.618 -0.773 -0.05
O -3.664 1.457 -1.081 -0.61
H -3.083 1.808 -1.762 0.28
H -3.435 0.522 -1.036 0.26
O -1.106 -3.994 -1.827 -0.62
H -1.463 -3.594 -1.029 0.31
H -1.262 -3.338 -2.516 0.32



Entry 2:
69
Properties=species:S:1:pos:R:3:lowdin_spin:R:1 method="wB97M-V/def2-TZVPD" gap_ha="0.2390 / 0.2199" spin_multiplicity=4 s2=3.78 total_charge=+4 lumo_ev="-13.415 / -13.935"
Re -0.032 -0.339 0.258 2.49
C 0.953 -2.990 2.329 0.00
C -0.472 -2.537 2.412 0.02
C -1.274 -3.224 3.315 0.00
C -2.601 -2.913 3.500 0.03
C -3.132 -1.871 2.751 0.00
C -2.344 -1.182 1.855 0.02
N -1.023 -1.503 1.673 0.01
Sb -3.462 0.385 0.906 0.02
C -2.748 -0.100 -1.066 0.03
C -3.665 -0.163 -2.091 0.00
C -3.222 -0.247 -3.413 0.02
C -1.866 -0.193 -3.671 0.00
C -0.965 -0.141 -2.621 0.01
C 0.507 -0.001 -2.871 0.00
N -1.411 -0.159 -1.335 0.03
C -1.912 1.844 1.215 0.03
C -2.270 3.066 1.734 0.00
C -1.342 4.110 1.755 0.02
C -0.110 3.920 1.164 0.00
C 0.222 2.684 0.632 0.01
C 1.477 2.541 -0.176 0.00
N -0.644 1.634 0.745 0.03
H 1.076 -3.847 2.985 0.00
H 1.645 -2.227 2.679 0.00
H 1.223 -3.318 1.329 0.00
H -0.821 -4.026 3.882 0.00
H -3.209 -3.462 4.209 0.00
H -4.173 -1.597 2.874 0.00
H -4.727 -0.122 -1.879 0.00
H -3.934 -0.305 -4.228 0.00
H -1.495 -0.173 -4.688 0.00
H 0.681 0.716 -3.675 0.00
H 0.975 -0.940 -3.169 0.00
H 1.044 0.398 -2.000 0.00
H -3.273 3.226 2.111 0.00
H -1.607 5.072 2.177 0.00
H 0.595 4.737 1.078 0.00
H 1.377 3.120 -1.098 0.00
H 1.711 1.516 -0.472 0.00
H 2.348 2.922 0.358 0.00
O 4.910 -4.511 -2.023 0.00
C 3.612 -4.745 -2.487 0.01
C 2.704 -3.758 -1.824 0.03
C 1.321 -3.771 -2.046 0.00
C 0.530 -2.842 -1.424 0.02
N 1.042 -1.915 -0.574 0.02
C 2.381 -1.922 -0.312 0.01
C 3.222 -2.808 -0.934 0.00
C 2.787 -1.004 0.775 0.02
C 4.051 -0.945 1.312 0.00
C 4.287 -0.185 2.461 0.03
C 5.617 -0.224 3.171 0.00
O 5.335 -1.071 4.268 0.00
C 3.216 0.510 3.028 0.00
C 1.981 0.453 2.433 0.02
N 1.764 -0.290 1.321 0.02
H 5.536 -5.099 -2.461 0.00
H 3.243 -5.752 -2.253 0.00
H 3.512 -4.618 -3.574 0.00
H 0.865 -4.499 -2.705 0.00
H -0.541 -2.815 -1.586 0.00
H 4.285 -2.823 -0.738 0.00
H 4.859 -1.522 0.883 0.00
H 5.896 0.788 3.476 0.00
H 6.394 -0.617 2.511 0.00
H 6.095 -1.101 4.863 0.00
H 3.349 1.080 3.939 0.00
H 1.131 0.984 2.841 0.00



Entry 3:
15
Properties=species:S:1:pos:R:3:nbo_charge:R:1 method="wB97M-V/def2-TZVPD" relative_energy_kcal_mol=139.5 gap_ha="0.3129 / 0.2807" spin_multiplicity=1 total_charge=+1 lumo_ev="-4.618 / -4.424"
C 0.493 -0.281 -1.080 0.70
C -1.253 -1.423 0.135 -0.10
C 0.310 1.322 2.055 -0.51
N 0.366 0.238 1.144 -0.09
N -0.678 -0.998 -0.983 -0.53
N 1.053 -0.011 -2.241 -0.74
O 0.769 0.511 -0.058 -0.26
H -0.809 -1.229 1.139 0.28
H -2.341 -1.658 0.026 0.22
H -0.683 1.643 2.111 0.24
H 0.322 1.075 3.146 0.26
H 1.023 2.173 1.833 0.23
H -1.200 -1.168 -1.959 0.45
H 0.679 -0.530 -2.980 0.41
H 1.951 0.338 -2.287 0.44



Entry 4:
14
Properties=species:S:1:pos:R:3:nbo_charge:R:1 method="wB97M-V/def2-TZVPD" relative_energy_kcal_mol=80.0 gap_ha=0.3477 spin_multiplicity=1 total_charge=0 lumo_ev=0.979
C -2.283 -0.193 -0.147 -0.69
C -0.845 0.157 0.110 0.59
N -0.299 1.303 0.168 -0.73
O -0.117 -0.958 0.309 -0.50
C 1.270 -0.709 0.506 -0.24
C 1.841 -0.085 -0.741 0.25
O 2.979 0.487 -0.407 -0.66
H -2.700 -0.690 0.733 0.24
H -2.872 0.699 -0.372 0.22
H -2.349 -0.892 -0.986 0.24
H -0.979 2.039 -0.004 0.35
H 1.430 -0.130 1.425 0.20
H 1.734 -1.698 0.612 0.22
H 3.337 0.845 -1.231 0.50



Entry 5:
11
Properties=species:S:1:pos:R:3:nbo_charge:R:1 method="wB97M-V/def2-TZVPD" relative_energy_kcal_mol=133.4 gap_ha=0.2898 spin_multiplicity=1 total_charge=0 lumo_ev=-0.177
C 0.598 -0.578 -1.093 -0.21
C 0.033 -1.268 -0.092 0.02
N -0.795 -0.689 0.788 -0.46
N -0.313 0.545 1.244 -0.28
C -0.076 1.553 0.574 0.18
N -0.209 1.674 -0.950 -0.19
N 0.306 0.725 -1.588 -0.12
H 1.485 -1.120 -1.680 0.22
H 0.071 -2.328 0.194 0.22
H -1.233 -1.172 1.699 0.41
H 0.134 2.658 0.905 0.21



Entry 6:
51
Properties=species:S:1:pos:R:3:lowdin_spin:R:1 method="wB97M-V/def2-TZVPD" relative_energy_kcal_mol=0.0 gap_ha="0.0972 / 0.2896" spin_multiplicity=2 s2=0.75 total_charge=-1 lumo_ev="2.689 / 2.587"
O -3.339 0.107 0.220 0.19
C -3.096 -0.902 0.858 0.20
C -1.854 -1.288 1.658 0.07
C -0.543 -0.503 1.457 0.01
C -0.371 0.506 2.598 0.01
C -0.407 0.237 0.124 0.02
C 1.059 0.502 -0.213 0.01
N -1.596 -2.721 1.560 0.05
H -3.893 -1.676 0.932 0.03
H -2.237 -1.119 2.679 0.02
H 0.307 -1.169 1.547 0.00
H -1.054 1.355 2.657 0.00
H 0.622 0.958 2.505 0.00
H -0.393 0.001 3.567 0.01
H -0.832 -0.276 -0.734 0.01
H -0.936 1.177 0.277 0.00
H 1.252 0.857 -1.225 0.00
H 1.576 -0.454 -0.130 0.00
H 1.523 1.174 0.498 0.00
H -1.344 -3.032 0.626 0.03
H -2.297 -3.308 1.991 0.03
H 1.342 3.232 -3.405 0.00
H 0.251 4.082 -2.737 0.00
O 1.216 3.994 -2.825 0.00
H -1.103 -2.194 -3.878 0.01
H 0.075 -2.649 -3.107 0.02
O -0.163 -2.387 -4.002 0.02
H 1.497 4.140 -0.998 0.00
H 1.569 3.602 0.339 0.00
O 1.182 4.389 -0.101 0.00
H 3.376 -0.175 2.266 0.00
H 3.741 -0.128 0.791 0.00
O 4.000 0.268 1.657 0.00
H -2.792 -2.414 -2.484 0.01
H -3.640 -3.534 -1.914 0.02
O -2.722 -3.305 -2.116 0.07
H 3.652 2.212 1.512 0.00
H 3.488 3.785 1.078 0.00
O 3.110 3.023 1.518 0.00
H -2.311 -0.968 -1.774 0.02
H -2.628 0.445 -2.185 0.00
O -2.713 -0.465 -2.506 0.02
H 2.524 -2.374 0.888 0.00
H 3.349 -2.682 -0.406 0.01
O 2.988 -1.976 0.118 0.02
H 0.250 -3.102 2.030 0.01
H 1.199 -4.247 1.318 0.02
O 1.101 -3.329 1.632 0.04
H -2.057 4.358 -1.247 0.00
H -0.587 3.996 -1.139 0.00
O -1.342 3.980 -1.773 0.00



Entry 7:
13
Properties=species:S:1:pos:R:3:nbo_charge:R:1 method="wB97M-V/def2-TZVPD" relative_energy_kcal_mol=28.2 gap_ha=0.2912 spin_multiplicity=1 total_charge=0 lumo_ev=0.485
C 1.903 -1.652 -0.021 -0.73
S 0.168 -1.678 -0.572 -0.41
H 2.005 -1.371 1.029 0.20
H 2.506 -0.912 -0.561 0.19
H 2.251 -2.651 -0.268 0.22
N -0.494 1.138 -0.934 -0.72
C -1.071 1.554 0.159 0.37
N -1.837 0.763 0.937 -0.78
H 0.463 1.505 -0.974 0.38
H -0.334 -0.167 -0.970 0.28
H -0.931 2.613 0.380 0.17
H -2.793 1.094 1.056 0.40
H -1.836 -0.235 0.740 0.42



Entry 8:
15
Properties=species:S:1:pos:R:3:nbo_charge:R:1 method="wB97M-V/def2-TZVPD" relative_energy_kcal_mol=107.7 gap_ha=0.3596 spin_multiplicity=1 total_charge=0 lumo_ev=0.797
C 1.895 0.345 1.008 -0.73
C 1.307 -0.947 0.535 0.45
O 1.958 -1.913 0.194 -0.54
H 2.589 0.761 0.274 0.24
H 2.413 0.225 1.962 0.24
H 1.110 1.083 1.187 0.22
H 0.155 -0.981 0.495 0.11
C -1.887 -0.600 0.013 -0.29
O -0.962 -0.109 -1.224 -0.45
N -0.558 1.233 -1.371 -0.53
H -1.635 -0.481 1.069 0.19
H -2.108 -1.634 -0.252 0.22
H -2.805 -0.028 -0.123 0.19
H -0.087 1.225 -2.279 0.35
H -1.383 1.821 -1.488 0.32



Entry 9:
7
Properties=species:S:1:pos:R:3:nbo_charge:R:1 method="wB97M-V/def2-TZVPD" relative_energy_kcal_mol=49.3 gap_ha=0.4095 spin_multiplicity=1 total_charge=0 lumo_ev=0.999
Br -2.169 -0.327 -0.050 -0.01
C -0.373 -0.019 0.465 0.00
C 0.655 0.035 -0.546 -0.12
O 0.073 1.143 0.045 -0.46
H -0.337 -0.366 1.659 0.21
H 1.647 -0.161 -0.098 0.18
H 0.504 -0.305 -1.474 0.19



Entry 10:
63
Properties=species:S:1:pos:R:3:lowdin_spin:R:1 method="wB97M-V/def2-TZVPD" gap_ha="0.1359 / 0.0799" spin_multiplicity=2 s2=0.75 total_charge=+2 lumo_ev="-9.009 / -10.509"
I 1.012 -0.183 2.401 0.00
I -0.732 0.028 -3.035 0.81
Ti -0.206 0.124 -0.146 -0.02
P -0.892 2.301 0.607 0.00
C -2.534 2.260 1.450 0.00
C 0.217 3.180 1.722 0.00
H -0.144 4.238 1.739 0.00
H -1.261 4.344 -0.522 0.00
H 1.256 3.125 1.328 0.00
H -0.133 3.274 -1.464 0.00
H -2.413 1.596 2.315 0.00
H 0.185 2.704 2.730 0.00
C -1.072 3.318 -0.885 0.00
H -2.826 3.287 1.727 0.00
H -1.901 2.926 -1.500 0.00
H -3.310 1.855 0.786 0.00
P 1.235 -1.936 -0.702 0.01
C 0.377 -3.513 -0.358 0.00
C 1.660 -2.005 -2.481 0.04
H 3.399 -1.148 0.033 0.00
H 3.459 -2.879 -0.447 0.00
H 2.750 -2.371 1.153 0.00
C 2.875 -2.112 0.092 0.00
H 2.078 -1.028 -2.767 0.01
H 2.391 -2.807 -2.660 0.00
H 1.009 -4.351 -0.704 0.00
H -0.593 -3.519 -0.885 0.00
H 0.729 -2.150 -3.061 0.02
H 0.191 -3.596 0.726 0.00
C -1.356 -1.171 0.822 0.00
O -2.012 -1.899 1.450 0.00
C -6.699 1.820 2.237 0.00
C -5.761 0.720 2.578 0.00
C -4.908 0.827 3.702 0.00
C -4.026 -0.197 4.046 0.00
C -3.959 -1.343 3.245 0.00
C -4.759 -1.401 2.079 0.00
N -4.655 -2.508 1.204 0.00
C -4.314 -2.560 -0.146 0.00
C -4.463 -3.853 -0.685 0.01
C -4.344 -4.107 -2.039 0.00
C -4.053 -3.063 -2.900 0.00
C -3.861 -1.784 -2.397 0.02
C -3.937 -1.534 -1.014 0.01
C -3.618 -0.146 -0.747 0.01
O -4.371 0.801 -0.953 0.00
O -2.312 0.021 -0.349 0.06
C -5.705 -0.437 1.793 0.00
C -6.664 -0.627 0.660 0.00
H -6.513 2.216 1.231 0.00
H -7.741 1.483 2.268 0.00
H -6.582 2.630 2.955 0.00
H -4.984 1.734 4.270 0.00
H -3.398 -0.107 4.921 0.00
H -3.277 -2.150 3.493 0.00
H -4.390 -3.352 1.681 0.00
H -4.747 -4.661 0.013 0.00
H -4.496 -5.115 -2.422 0.00
H -3.966 -3.183 -3.976 0.00
H -3.654 -0.926 -3.022 0.01
H -6.509 0.132 -0.110 0.00
H -6.534 -1.611 0.190 0.00
H -7.691 -0.545 1.032 0.00



Entry 11:
131
Properties=species:S:1:pos:R:3:lowdin_spin:R:1 method="wB97M-V/def2-TZVPD" relative_energy_kcal_mol=23.8 gap_ha="0.0948 / 0.1194" spin_multiplicity=4 s2=3.82 total_charge=-1 lumo_ev="0.336 / 0.185"
V -0.362 -0.895 -0.663 2.01
C 1.360 3.808 5.165 0.00
C 1.106 4.206 3.718 0.00
N 1.119 3.063 2.817 0.02
C -0.070 2.570 2.357 0.07
C -0.190 1.449 1.612 0.00
C -1.595 1.140 1.106 0.01
O -2.533 1.775 1.555 0.01
O -1.706 0.244 0.166 0.04
C 1.008 0.692 1.336 0.11
O 1.033 -0.452 0.764 0.08
C 2.241 1.280 1.687 0.07
C 3.453 0.679 1.232 0.17
C 4.645 1.265 1.545 0.02
F 5.788 0.648 1.090 -0.01
C 4.766 2.430 2.288 0.17
C 3.554 3.037 2.746 0.11
C 2.319 2.476 2.437 0.02
N 5.993 3.039 2.706 0.02
C 7.166 3.056 1.861 0.01
C 8.106 1.874 2.060 0.01
N 8.385 1.719 3.539 0.01
C 7.103 1.591 4.336 0.01
C 6.316 2.865 4.108 0.02
H 1.350 4.688 5.813 0.00
H 2.327 3.310 5.265 0.00
H 0.585 3.117 5.505 0.00
H 1.842 4.939 3.382 0.00
H 0.129 4.673 3.625 0.00
H -0.961 3.136 2.595 0.01
H 3.409 -0.205 0.609 0.01
H 3.635 3.973 3.284 0.01
H 7.735 3.975 2.074 0.00
H 6.863 3.081 0.817 0.00
H 9.061 2.018 1.556 0.00
H 7.648 0.948 1.738 0.00
H 8.880 2.550 3.869 0.01
H 8.991 0.917 3.695 0.01
H 7.376 1.423 5.379 0.00
H 6.559 0.732 3.943 0.00
H 6.906 3.720 4.474 0.00
H 5.392 2.824 4.682 0.00
C 0.715 -2.716 2.761 0.00
P -0.265 -2.634 1.203 -0.04
C 1.196 -3.634 0.266 -0.01
C -1.298 -4.122 1.036 0.00
C -1.344 -5.202 1.919 0.00
C -2.193 -6.267 1.670 0.00
C -2.990 -6.273 0.525 0.00
C -2.929 -5.207 -0.361 0.00
C -2.085 -4.121 -0.107 0.00
P -1.920 -2.643 -1.211 0.00
C -1.575 -3.552 -2.758 0.00
C -3.662 -2.151 -1.396 0.00
H 0.063 -2.956 3.599 0.00
H 1.147 -1.726 2.929 0.00
H 1.524 -3.444 2.695 0.00
H 1.375 -4.567 0.808 0.00
H 2.128 -3.062 0.217 0.00
H 0.899 -3.916 -0.749 0.00
H -0.731 -5.199 2.815 0.00
H -2.248 -7.090 2.374 0.00
H -3.659 -7.104 0.330 0.00
H -3.546 -5.225 -1.254 0.00
H -2.421 -4.192 -3.009 0.00
H -0.688 -4.172 -2.627 0.00
H -1.405 -2.835 -3.552 0.00
H -4.315 -2.981 -1.136 0.00
H -3.834 -1.849 -2.428 0.00
H -3.867 -1.297 -0.748 0.00
Cl 5.140 0.416 -5.364 0.00
C 3.890 0.537 -4.134 0.00
C 3.128 -0.573 -3.816 0.00
C 2.150 -0.435 -2.856 0.00
Cl 1.258 -1.845 -2.314 0.01
C 1.825 0.763 -2.180 0.00
O 0.880 0.849 -1.330 0.01
C 2.713 1.827 -2.493 0.00
Cl 2.602 3.286 -1.540 0.00
C 3.698 1.731 -3.456 0.00
H 3.309 -1.531 -4.288 0.00
H 4.327 2.587 -3.665 0.00
C -1.862 -1.764 2.429 -0.02
C -2.658 -2.663 3.285 0.00
C -2.271 -3.012 4.588 0.00
C -2.973 -3.950 5.338 0.00
C -4.104 -4.570 4.820 -0.01
C -4.534 -4.206 3.543 0.00
C -3.832 -3.272 2.800 0.00
H -1.347 -1.002 3.025 0.00
H -2.510 -1.279 1.707 0.00
H -1.406 -2.527 5.028 0.00
H -2.635 -4.196 6.339 0.00
H -4.648 -5.305 5.401 0.00
H -5.425 -4.660 3.124 0.00
H -4.185 -2.996 1.809 0.00
O -1.419 -0.473 -2.480 0.00
Si -2.335 0.666 -3.162 0.00
C -2.683 0.146 -4.966 0.00
C -1.787 -0.696 -5.633 0.00
C -1.990 -1.093 -6.953 0.00
C -3.102 -0.640 -7.651 0.00
C -3.994 0.226 -7.028 0.00
C -3.784 0.611 -5.708 0.00
C -1.600 2.410 -3.294 0.00
C -1.164 3.116 -2.162 0.00
C -0.813 4.458 -2.236 0.00
C -0.863 5.133 -3.448 0.00
C -1.258 4.452 -4.591 0.00
C -1.624 3.110 -4.512 0.00
C -4.047 0.985 -2.399 0.00
C -4.222 1.936 -1.389 0.00
C -5.457 2.152 -0.787 0.00
C -6.566 1.425 -1.193 0.00
C -6.430 0.477 -2.203 0.00
C -5.188 0.262 -2.786 0.00
H -0.894 -1.024 -5.111 0.00
H -1.278 -1.754 -7.436 0.00
H -3.267 -0.951 -8.677 0.00
H -4.855 0.601 -7.571 0.00
H -4.488 1.294 -5.242 0.00
H -1.079 2.603 -1.210 0.00
H -0.488 4.976 -1.341 0.00
H -0.584 6.180 -3.502 0.00
H -1.292 4.964 -5.547 0.00
H -1.933 2.604 -5.420 0.00
H -3.377 2.519 -1.044 0.00
H -5.542 2.874 0.017 0.00
H -7.529 1.585 -0.720 0.00
H -7.289 -0.101 -2.529 0.00
H -5.112 -0.484 -3.571 0.00